(1)
{
  "formula": "C6H7N3O",
  "method": "the ωB97M-V functional and the def2-TZVPD basis",
  "e_tot_ev": -12852.1869,
  "fmax_ev_per_a": 7.1,
  "homo_ev": -9.16,
  "de_lowest_ev": 0.8900,
  "gap_ev": 9.884,
  "species": ["C", "C", "O", "N", "C", "N", "C", "C", "C", "N", "H", "H", "H", "H", "H", "H", "H"],
  "xyz": [[2.456, 1.087, 0.024], [2.448, -0.378, 0.031], [3.356, -1.118, 0.000], [1.113, -0.972, -0.028], [-0.163, -0.568, -0.064], [-1.042, -1.570, 0.062], [-2.306, -1.258, 0.006], [-2.737, 0.077, 0.018], [-1.798, 0.978, 0.031], [-0.515, 0.762, 0.031], [1.898, 1.426, 1.045], [3.358, 1.546, -0.014], [1.957, 1.565, -0.968], [1.008, -1.973, 0.028], [-3.035, -1.996, -0.009], [-3.869, 0.221, -0.112], [-2.128, 2.171, -0.081]],
  "mulliken_charge": [-0.942, 0.548, -0.513, -0.159, 0.550, -0.628, -0.141, -0.308, -0.074, -0.371, 0.234, 0.436, 0.243, 0.217, 0.441, 0.268, 0.200]
}

(2)
{
  "formula": "C7H14Si",
  "method": "the ωB97M-V functional and the def2-TZVPD basis",
  "multiplicity": 3,
  "e_tot_ev": -15356.6105,
  "fmax_ev_per_a": 8.4,
  "homo_ev": [-4.64, -9.85],
  "de_lowest_ev": 1.4390,
  "gap_ev": [5.618, 7.430],
  "s2": 2.005,
  "species": ["C", "C", "C", "C", "C", "C", "C", "Si", "H", "H", "H", "H", "H", "H", "H", "H", "H", "H", "H", "H", "H", "H"],
  "xyz": [[2.593, -0.254, 0.204], [1.440, -0.563, -0.115], [4.021, -0.186, 0.429], [-2.746, 0.830, -0.270], [-0.633, 2.060, 0.252], [-0.735, -2.529, -0.251], [-1.284, 0.646, 0.299], [-0.352, -0.744, -0.615], [4.512, -1.275, 0.302], [4.542, 0.530, -0.278], [4.243, 0.145, 1.450], [-2.959, 0.139, -1.080], [-3.446, 0.560, 0.506], [-2.907, 1.901, -0.610], [-0.336, 2.398, -0.773], [0.114, 2.072, 0.953], [-1.336, 2.820, 0.538], [-1.616, -2.498, 0.383], [-1.134, -3.095, -1.020], [0.052, -2.910, 0.369], [-1.308, 0.435, 1.303], [-0.722, -0.482, -1.977]],
  "lowdin_spin": [0.762, 0.756, 0.149, 0.010, 0.005, 0.016, 0.047, 0.138, 0.064, 0.000, 0.032, 0.001, 0.001, 0.001, 0.000, 0.004, 0.000, 0.003, 0.000, 0.003, 0.001, 0.008]
}

(3)
{
  "formula": "C2H11NO5",
  "method": "the ωB97M-V functional and the def2-TZVPD basis",
  "e_tot_ev": -13978.3889,
  "fmax_ev_per_a": 10.1,
  "homo_ev": -10.47,
  "de_lowest_ev": 2.4885,
  "gap_ev": 10.650,
  "species": ["C", "N", "C", "O", "O", "H", "H", "H", "H", "H", "O", "H", "H", "O", "H", "H", "O", "H", "H"],
  "xyz": [[0.847, -0.395, -2.422], [-0.331, -0.590, -1.541], [-0.309, -1.537, -0.537], [-1.138, -1.653, 0.367], [0.748, -2.422, -0.514], [1.489, -1.252, -2.689], [0.103, -0.069, -3.264], [1.779, 0.371, -2.110], [-0.903, 0.208, -1.343], [1.078, -2.552, -1.443], [1.361, 2.946, 1.233], [0.969, 2.653, 0.407], [0.778, 2.634, 1.868], [0.177, 0.571, 1.997], [0.390, 0.339, 1.145], [0.400, -0.304, 2.354], [-1.651, 1.832, 0.787], [-1.735, 1.116, 1.216], [-1.233, 2.396, 1.445]],
  "mulliken_charge": [-0.902, -0.145, 0.489, -0.529, -0.420, 0.313, 0.352, 0.212, 0.321, 0.316, -0.599, 0.318, 0.274, -0.615, 0.247, 0.334, -0.567, 0.324, 0.280]
}

(4)
{
  "formula": "C6H9NO2",
  "method": "the ωB97M-V functional and the def2-TZVPD basis",
  "e_tot_ev": -11948.8254,
  "fmax_ev_per_a": 3.0,
  "homo_ev": -9.85,
  "de_lowest_ev": 4.4932,
  "gap_ev": 10.835,
  "species": ["C", "N", "C", "C", "O", "C", "C", "C", "O", "H", "H", "H", "H", "H", "H", "H", "H", "H"],
  "xyz": [[1.441, -0.878, -0.688], [2.640, -0.368, -0.029], [1.321, -0.287, 0.669], [0.640, 1.004, 0.627], [0.516, 1.652, -0.572], [-0.699, 1.246, 0.102], [-1.576, 0.212, -0.532], [-1.988, -0.996, 0.217], [-2.883, 0.083, 0.037], [1.001, -0.292, -1.443], [1.320, -1.957, -0.705], [2.741, 0.624, -0.420], [1.253, -0.943, 1.583], [0.931, 1.719, 1.384], [-1.295, 2.119, 0.418], [-1.502, 0.175, -1.629], [-1.723, -1.194, 1.315], [-2.137, -1.919, -0.334]],
  "mulliken_charge": [-0.674, -0.671, -0.186, -0.227, -0.500, -0.297, 0.012, -0.464, -0.460, 0.385, 0.318, 0.349, 0.480, 0.557, 0.432, 0.441, 0.219, 0.286]
}

(5)
{
  "formula": "C16H32NiO2P2",
  "method": "the ωB97M-V functional and the def2-TZVPD basis",
  "multiplicity": 3,
  "e_tot_ev": -80818.4280,
  "fmax_ev_per_a": 4.2,
  "homo_ev": [-6.49, -6.54],
  "de_lowest_ev": 2.0119,
  "gap_ev": [6.055, 5.477],
  "s2": 2.035,
  "species": ["P", "P", "C", "C", "H", "H", "H", "H", "C", "H", "H", "H", "C", "H", "H", "H", "C", "H", "H", "H", "C", "H", "H", "H", "Ni", "C", "C", "C", "C", "C", "C", "C", "C", "C", "H", "H", "H", "H", "H", "H", "H", "H", "H", "H", "H", "H", "H", "H", "H", "O", "C", "O", "H"],
  "xyz": [[2.321, 1.794, -4.831], [0.587, -1.151, -5.513], [2.476, 0.835, -6.430], [1.297, -0.066, -6.826], [3.408, 0.250, -6.382], [2.632, 1.620, -7.185], [0.462, 0.531, -7.220], [1.587, -0.788, -7.604], [1.882, -2.435, -5.696], [1.695, -3.267, -5.019], [2.907, -2.069, -5.528], [1.781, -2.757, -6.738], [-0.741, -1.875, -6.432], [-0.278, -2.373, -7.285], [-1.421, -1.095, -6.769], [-1.283, -2.590, -5.822], [3.891, 2.641, -4.927], [3.984, 3.320, -4.080], [3.895, 3.199, -5.868], [4.713, 1.930, -4.909], [1.237, 3.074, -5.593], [0.289, 2.661, -5.991], [1.857, 3.468, -6.417], [1.029, 3.851, -4.849], [-1.125, 0.923, -0.597], [-0.286, -1.493, -3.313], [1.020, -1.734, -2.907], [2.210, -0.921, -3.142], [2.700, 0.103, -2.095], [2.148, 1.472, -2.319], [0.754, 1.650, -2.326], [-0.063, 1.045, -3.427], [-0.996, -0.122, -3.127], [0.224, 1.686, 0.757], [-0.984, -2.322, -3.098], [1.241, -2.733, -2.520], [2.195, -0.424, -4.135], [3.059, -1.607, -3.278], [2.491, -0.281, -1.073], [3.800, 0.155, -2.232], [2.751, 2.277, -1.831], [0.484, 2.717, -2.172], [0.594, 0.737, -4.284], [-0.652, 1.844, -3.922], [-1.598, 0.021, -2.167], [-1.765, -0.058, -3.927], [-0.614, 1.906, 1.469], [0.703, 2.650, 0.512], [0.983, 1.103, 1.330], [1.119, -2.010, 0.396], [-0.110, -1.897, 0.556], [-0.969, -1.115, 0.016], [-0.543, -2.630, 1.281]],
  "lowdin_spin": [0.056, 0.002, 0.019, 0.001, 0.000, 0.003, 0.000, 0.001, 0.000, 0.000, 0.000, 0.000, 0.000, 0.000, 0.000, 0.000, 0.001, 0.000, 0.001, 0.000, 0.004, 0.000, 0.001, 0.000, 1.466, 0.005, -0.005, 0.003, 0.005, 0.098, -0.013, -0.010, -0.005, 0.219, 0.000, 0.000, 0.002, 0.000, 0.004, 0.001, 0.003, -0.003, 0.001, -0.001, -0.001, 0.000, 0.029, 0.018, 0.013, 0.006, 0.007, 0.067, 0.004]
}

(6)
{
  "formula": "C48H68O42",
  "method": "the ωB97M-V functional and the def2-TZVPD basis",
  "e_tot_ev": -136875.1752,
  "fmax_ev_per_a": 2.4,
  "homo_ev": -10.38,
  "de_lowest_ev": 1.8259,
  "gap_ev": 10.130,
  "species": ["C", "C", "O", "C", "O", "O", "H", "H", "H", "H", "C", "C", "O", "C", "O", "O", "H", "H", "H", "H", "C", "C", "O", "C", "O", "O", "H", "H", "H", "H", "C", "C", "O", "C", "O", "O", "H", "H", "H", "H", "C", "C", "O", "C", "O", "O", "H", "H", "H", "H", "C", "C", "O", "C", "O", "O", "H", "H", "H", "H", "C", "C", "O", "C", "O", "O", "H", "H", "H", "H", "C", "C", "O", "C", "O", "O", "H", "H", "H", "H", "C", "C", "C", "O", "C", "O", "O", "H", "H", "H", "H", "H", "H", "C", "C", "C", "O", "C", "O", "O", "H", "H", "H", "H", "H", "H", "C", "C", "C", "O", "C", "O", "O", "H", "H", "H", "H", "H", "H", "C", "C", "C", "O", "C", "O", "O", "H", "H", "H", "H", "H", "H", "C", "C", "C", "O", "C", "O", "O", "H", "H", "H", "H", "H", "H", "C", "C", "C", "O", "C", "O", "O", "H", "H", "H", "H", "H", "H"],
  "xyz": [[0.366, 0.057, -1.501], [-0.137, -0.258, -0.099], [0.676, 0.650, 0.641], [0.996, 1.704, -0.138], [1.439, 2.718, 0.307], [0.627, 1.449, -1.404], [-0.408, -0.186, -2.232], [1.197, -0.602, -1.765], [0.144, -1.287, 0.120], [-1.210, -0.090, -0.019], [3.669, 3.533, -2.057], [4.336, 2.169, -2.248], [5.147, 2.022, -1.065], [5.263, 3.256, -0.465], [5.987, 3.463, 0.448], [4.507, 4.156, -1.096], [2.676, 3.469, -1.612], [3.683, 4.126, -2.969], [4.832, 2.141, -3.219], [3.609, 1.358, -2.245], [0.488, -6.685, 1.075], [1.999, -6.558, 1.346], [2.303, -5.308, 0.743], [1.241, -4.748, 0.194], [1.271, -3.716, -0.425], [0.161, -5.522, 0.326], [-0.074, -6.670, 2.007], [0.322, -7.599, 0.509], [2.622, -7.378, 0.984], [2.302, -6.548, 2.396], [-5.688, -2.543, 1.097], [-5.948, -1.682, 2.295], [-5.175, -0.523, 2.058], [-4.325, -0.708, 1.035], [-3.359, -0.066, 0.756], [-4.689, -1.832, 0.365], [-6.540, -2.633, 0.427], [-5.333, -3.529, 1.400], [-5.774, -2.114, 3.278], [-7.008, -1.423, 2.228], [-2.558, 0.570, 3.828], [-1.166, 0.971, 3.279], [-0.617, 1.699, 4.369], [-1.567, 1.921, 5.302], [-1.367, 2.537, 6.308], [-2.751, 1.471, 4.906], [-2.507, -0.496, 4.066], [-3.238, 0.615, 2.984], [-1.316, 1.578, 2.385], [-0.556, 0.109, 3.018], [-2.590, -4.670, 4.335], [-3.558, -4.686, 3.157], [-2.894, -3.776, 2.276], [-1.953, -3.046, 2.884], [-1.313, -2.168, 2.392], [-1.841, -3.461, 4.148], [-1.865, -5.484, 4.317], [-3.042, -4.617, 5.322], [-4.579, -4.355, 3.347], [-3.643, -5.637, 2.632], [2.039, -2.779, -3.485], [0.764, -3.647, -3.698], [1.309, -4.883, -4.164], [2.629, -4.866, -4.191], [3.315, -5.801, -4.508], [3.097, -3.696, -3.804], [2.178, -2.579, -2.425], [2.060, -1.879, -4.094], [0.113, -3.296, -4.494], [0.287, -3.749, -2.728], [3.562, -1.060, 0.943], [4.493, -2.248, 1.042], [3.874, -3.044, 2.054], [2.651, -2.579, 2.314], [1.909, -3.163, 3.054], [2.392, -1.447, 1.655], [3.342, -0.823, -0.101], [4.011, -0.155, 1.356], [5.505, -1.966, 1.323], [4.500, -2.873, 0.147], [2.384, 1.924, 3.249], [3.295, 1.719, 4.442], [2.561, 1.350, 5.749], [2.979, 0.043, 6.103], [3.879, -0.398, 5.202], [4.368, -1.493, 5.206], [4.102, 0.500, 4.274], [1.675, 2.713, 3.506], [1.778, 1.029, 3.094], [2.878, 2.163, 2.312], [4.047, 2.495, 4.561], [1.480, 1.301, 5.626], [2.798, 2.145, 6.458], [-4.495, 2.460, -6.695], [-3.983, 1.034, -6.811], [-2.543, 0.906, -7.271], [-1.845, 0.487, -6.142], [-2.706, 0.072, -5.170], [-2.328, -0.350, -4.135], [-3.976, 0.357, -5.547], [-5.508, 2.430, -6.299], [-4.430, 3.000, -7.640], [-3.853, 3.071, -6.054], [-4.659, 0.485, -7.467], [-2.135, 1.838, -7.668], [-2.508, 0.211, -8.118], [-1.353, 4.180, 1.092], [-2.509, 4.741, 1.895], [-3.541, 5.528, 1.064], [-4.698, 4.695, 1.066], [-4.516, 3.613, 1.882], [-5.376, 2.831, 2.097], [-3.258, 3.613, 2.326], [-0.916, 4.988, 0.489], [-1.588, 3.391, 0.378], [-0.455, 3.874, 1.633], [-2.214, 5.322, 2.769], [-3.191, 5.678, 0.046], [-3.836, 6.402, 1.644], [1.030, 1.944, -4.900], [1.812, 1.462, -6.115], [2.826, 2.403, -6.759], [4.003, 1.619, -6.849], [3.847, 0.448, -6.187], [4.708, -0.354, -6.093], [2.592, 0.340, -5.674], [0.483, 2.877, -5.076], [1.588, 2.242, -4.009], [0.297, 1.190, -4.622], [1.129, 1.066, -6.871], [2.819, 3.290, -6.113], [2.617, 2.792, -7.754], [-3.046, -6.149, -0.328], [-3.293, -4.691, -0.609], [-2.216, -3.689, -0.930], [-2.917, -2.703, -1.678], [-3.947, -3.299, -2.310], [-4.693, -2.753, -3.055], [-4.109, -4.540, -1.781], [-2.349, -6.232, 0.505], [-2.567, -6.597, -1.203], [-3.982, -6.684, -0.183], [-3.992, -4.315, 0.151], [-1.438, -4.128, -1.556], [-1.797, -3.278, -0.014], [3.164, 5.171, 1.997], [2.778, 6.363, 2.894], [2.133, 5.977, 4.250], [2.990, 6.600, 5.224], [4.126, 7.032, 4.618], [5.040, 7.495, 5.230], [4.025, 6.978, 3.294], [3.622, 5.521, 1.073], [2.246, 4.627, 1.771], [3.917, 4.527, 2.450], [2.210, 7.088, 2.317], [2.065, 4.923, 4.508], [1.174, 6.490, 4.312]],
  "mulliken_charge": [0.550, 0.479, 0.919, 0.162, -0.479, -0.503, 0.431, -0.487, -0.462, -0.713, 0.121, 0.245, -0.386, 0.591, -0.526, -0.412, -0.074, 0.381, 0.263, -0.134, -0.270, -0.552, -0.343, 0.112, -0.170, 0.000, 0.235, 0.348, 0.280, 0.277, -0.036, -0.479, -0.305, 0.212, -0.246, -0.140, 0.587, -0.236, 0.281, 0.291, 0.424, 1.038, -0.165, 0.351, -0.605, -0.386, 0.078, -0.345, -0.374, -0.236, -0.588, -0.350, 0.372, -0.482, 0.303, -0.298, 0.228, 0.306, 0.344, 0.352, 1.344, 0.767, -0.439, 0.649, -0.600, -0.427, -0.607, -0.086, 0.274, -0.682, 0.076, -0.342, -0.343, 0.047, -0.604, 0.774, -0.305, 0.275, 0.347, 0.259, 0.710, 0.141, -0.082, -0.378, 0.642, -0.579, -0.409, -0.197, -0.347, -0.245, 0.437, 0.024, 0.316, -1.433, 0.380, -0.457, -0.183, 0.269, -0.236, -0.320, 0.362, 0.399, 0.325, 0.285, 0.308, 0.288, -1.255, 0.590, -0.521, -0.405, 0.500, -0.521, -0.106, 0.534, 0.253, -0.047, 0.287, 0.314, 0.326, -0.877, 0.599, -0.447, -0.374, 0.569, -0.519, -0.109, 0.506, 0.053, -0.046, 0.083, 0.254, 0.305, -1.713, 2.224, 0.883, -0.066, 0.429, -0.591, -0.520, 0.025, 0.496, 0.413, -1.030, -0.020, -0.694, -0.680, 0.273, -0.071, -0.385, 0.624, -0.548, -0.381, 0.378, -0.042, 0.262, 0.334, 0.051, 0.227]
}